{
  "formula": "CHNO",
  "method": "ωB97M-V with the def2-TZVPD basis set",
  "symbols": ["O", "N", "C", "H"],
  "positions_angstrom": [[-0.26, -0.16, 0.97], [0.69, 0.71, -1.36], [0.33, 0.38, -0.34], [-0.76, -0.94, 0.74]],
  "e_homo_ev": -12.21,
  "smiles": "N#CO",
  "e_tot_ha": -168.63209
}